Formula: C23H21N3O3
Source: OMol25
Level of theory: ωB97M-V/def2-TZVPD

Element x y z (Å)
C (-4.336, -0.300, -1.452)
C (-5.422, 0.046, -0.437)
C (-6.245, -1.193, -0.093)
C (-4.843, 0.647, 0.853)
O (-4.296, 1.936, 0.659)
C (-2.978, 2.118, 0.391)
C (-2.606, 3.440, 0.120)
C (-1.291, 3.748, -0.154)
C (-0.318, 2.763, -0.167)
C (-0.668, 1.444, 0.107)
C (0.299, 0.336, 0.112)
C (1.683, 0.537, -0.116)
C (2.544, -0.533, -0.108)
C (3.995, -0.323, -0.395)
O (4.644, -1.008, -1.151)
N (4.518, 0.749, 0.286)
C (5.815, 1.199, 0.202)
C (6.889, 0.711, -0.594)
C (7.911, 1.544, -0.263)
O (7.504, 2.443, 0.637)
N (6.200, 2.227, 0.925)
C (2.031, -1.835, 0.128)
C (2.812, -3.006, 0.164)
C (2.227, -4.217, 0.412)
C (0.845, -4.314, 0.640)
C (0.059, -3.197, 0.616)
C (0.629, -1.931, 0.360)
N (-0.184, -0.864, 0.344)
C (-2.000, 1.136, 0.388)
H (-4.789, -0.691, -2.361)
H (-3.662, -1.055, -1.055)
H (-3.754, 0.580, -1.715)
H (-6.082, 0.801, -0.878)
H (-6.676, -1.621, -0.995)
H (-7.053, -0.946, 0.591)
H (-5.616, -1.947, 0.376)
H (-4.117, -0.037, 1.304)
H (-5.659, 0.799, 1.569)
H (-3.370, 4.201, 0.131)
H (-1.018, 4.772, -0.365)
H (0.698, 3.041, -0.397)
H (2.057, 1.526, -0.327)
H (3.938, 1.258, 0.938)
H (6.865, -0.111, -1.275)
H (8.932, 1.602, -0.582)
H (3.872, -2.936, -0.021)
H (2.830, -5.113, 0.434)
H (0.408, -5.282, 0.836)
H (-1.004, -3.247, 0.790)
H (-2.222, 0.102, 0.590)

Force components x, y, z for each atom (eV/Å):
C -0.216 0.221 0.062
C 0.230 -0.007 0.179
C 0.071 0.312 -0.014
C -0.433 -0.332 -0.161
O 0.129 0.219 -0.114
C 0.346 0.288 -0.025
C -0.114 -0.154 0.031
C -0.107 0.042 0.006
C 0.132 -0.272 0.019
C -0.460 0.614 -0.022
C 0.217 -0.657 0.086
C 0.255 -0.288 -0.003
C -0.542 0.101 -0.071
C 0.106 0.304 0.160
O 0.018 -0.124 -0.068
N -0.310 0.239 0.298
C 1.133 0.373 -0.127
C 0.303 0.289 0.135
C -0.623 -0.444 -0.152
O 0.654 0.033 -0.201
N -1.230 -0.243 0.240
C -0.384 0.149 0.039
C 0.124 -0.301 0.018
C 0.257 0.140 -0.028
C -0.255 0.092 0.015
C 0.088 -0.216 0.026
C 0.715 -0.257 -0.087
N -0.272 0.544 -0.048
C -0.211 -0.050 0.072
H -0.007 -0.056 -0.111
H 0.125 -0.105 0.040
H 0.098 0.012 -0.075
H 0.016 -0.003 0.068
H -0.050 -0.088 -0.059
H -0.119 -0.042 0.090
H 0.058 -0.150 0.059
H -0.021 0.022 0.023
H 0.139 -0.073 -0.043
H -0.091 0.093 0.001
H 0.011 0.081 -0.015
H 0.107 0.006 -0.019
H 0.030 0.069 -0.014
H -0.030 -0.170 -0.068
H 0.073 -0.133 -0.135
H 0.179 0.063 -0.012
H 0.053 -0.026 -0.021
H 0.075 -0.046 -0.003
H -0.064 -0.056 0.013
H -0.106 0.016 0.015
H -0.093 -0.028 -0.002

Calculated values
* structure (SMILES): CC(C)COc1cccc(-c2cc(C(=O)Nc3ccon3)c3ccccc3n2)c1
* Kohn-Sham gap: 0.2917 hartree
* energy relative to the best compared isomer or geometry (same formula, charge and spin): 233.30 kJ/mol
* E: -34804.132 eV
* HOMO energy: -8.377 eV

The net atomic charges from natural (NBO), expressed in e, are: -0.61, -0.24, -0.61, -0.06, -0.50, 0.32, -0.25, -0.19, -0.25, 0.02, 0.20, -0.23, -0.08, 0.67, -0.58, -0.60, 0.29, -0.37, 0.14, -0.26, -0.17, -0.01, -0.19, -0.21, -0.19, -0.20, 0.15, -0.41, -0.30, 0.21, 0.20, 0.22, 0.20, 0.21, 0.21, 0.20, 0.17, 0.19, 0.22, 0.22, 0.20, 0.22, 0.42, 0.27, 0.21, 0.23, 0.22, 0.22, 0.22, 0.24